Entry 1:
DFT (ωB97M-V with the def2-TZVPD basis set) results for a structure of composition C9H4ClI2NO5Pd in a non-equilibrium geometry.

highest occupied orbital energy (alpha / beta): -16.8 / -16.8 eV
net charge: +2

Each line ends with the Mulliken charge.
Positions of all 23 atoms, in Å:
I  -4.1561  2.4110  -0.2790  0.512
I  1.3204  4.3093  -0.5382  0.483
Pd  2.2313  -0.9164  -0.2478  0.571
Cl  3.7344  -1.9257  1.4772  1.923
O  3.4855  -2.6507  0.1258  -0.497
O  1.6900  1.1229  -0.5504  -0.493
O  4.6517  -2.6046  2.3008  -0.419
O  4.1853  -0.5724  1.0082  -0.511
O  2.3791  -1.7538  2.0131  -0.494
N  0.0615  -0.9387  -0.4039  -0.539
C  -2.2593  1.9445  -0.3578  0.280
C  -2.1473  -1.8397  -0.3367  -0.756
C  -0.7750  -1.9948  -0.3761  -0.489
C  0.0120  2.8447  -0.4717  -0.543
C  -2.6939  -0.5652  -0.3272  -0.490
C  -1.8289  0.5269  -0.3589  0.896
C  -0.4760  0.2698  -0.3957  0.042
C  -1.3333  3.0317  -0.4111  -0.620
C  0.5168  1.3876  -0.4733  1.503
H  -2.7840  -2.7128  -0.3131  0.430
H  -1.7316  4.0374  -0.4031  0.399
H  -3.7673  -0.4373  -0.3040  0.299
H  -0.3156  -2.9736  -0.3771  0.513


Entry 2:
DFT (ωB97M-V with the def2-TZVPD basis set) results for a structure of composition C9H4I2NOSbSe4Tc in a non-equilibrium geometry.

highest occupied orbital energy (alpha / beta): -17.7 / -17.7 eV
net charge: +3

Each line ends with the Mulliken charge.
Positions of all 23 atoms, in Å:
I  2.0033  -3.3825  3.6249  0.457
I  -3.5045  -2.7397  5.4502  0.545
Sb  1.6746  -2.1826  -3.8639  1.062
Tc  0.0809  -0.5877  -0.2878  0.869
Se  1.4440  0.8119  -1.2419  -0.027
Se  1.1058  -0.6271  -5.4307  -0.112
Se  2.8170  -3.8145  -2.7487  -0.149
Se  -0.6779  -1.9147  -1.8879  -0.203
O  0.7776  -1.3519  1.4434  -0.560
N  -1.5429  -0.2673  1.0362  -0.405
C  -1.4349  -1.1178  2.0769  0.536
C  0.1745  -2.6049  3.3931  -0.663
C  -2.4426  -1.3598  2.9848  0.902
C  -3.7563  0.2310  1.7540  -0.773
C  -2.6941  0.4110  0.8792  -0.502
C  -0.8529  -2.8701  4.2517  -0.533
C  -2.1411  -2.2891  4.0897  0.106
C  -0.0951  -1.7010  2.2450  1.202
C  -3.6416  -0.6656  2.8047  -0.448
H  -0.6799  -3.5300  5.0915  0.412
H  -4.4717  -0.8113  3.4853  0.318
H  -2.7536  1.0858  0.0363  0.524
H  -4.6694  0.7912  1.6020  0.442


Number 1: E -53299.71605 eV. Number 2: E -299226.56943 eV.